{"formula": "C28H47N2O5P", "method": "ωB97M-V with the def2-TZVPD basis set", "largest_force_ev_per_a": 0.739, "homo_lumo_gap_ev": 5.38, "multiplicity": 1, "e_tot_ev": -52292.3089, "charge": 2, "species": ["H", "H", "C", "H", "C", "H", "C", "C", "O", "H", "C", "H", "H", "H", "H", "H", "C", "H", "C", "C", "H", "H", "H", "C", "H", "C", "H", "H", "H", "H", "H", "H", "H", "N", "N", "C", "C", "C", "H", "H", "O", "H", "C", "C", "H", "H", "H", "H", "H", "O", "C", "C", "C", "H", "H", "H", "C", "O", "H", "H", "O", "H", "C", "H", "C", "H", "C", "H", "C", "C", "P", "C", "C", "C", "H", "H", "C", "H", "H", "H", "H", "H", "H"], "coordinates": [[-2.5325, -0.8000, -4.7609], [8.5595, 0.0998, 2.0911], [2.7621, 0.9575, 2.5804], [3.8577, 1.5271, -0.9488], [-2.5287, -1.6043, 0.8354], [-0.0706, 4.3437, 1.2808], [-2.3960, 2.9335, 2.1896], [0.8515, 4.0194, 1.7694], [-4.0182, 0.1406, -3.7270], [4.8812, 1.0332, 2.2703], [-3.2702, -1.0359, -3.9897], [8.7233, 1.3689, 0.8647], [-0.5591, 1.3792, 4.4214], [6.1134, -1.2750, -0.0717], [4.3534, -0.2184, 3.4259], [-2.7089, -1.3255, -3.0920], [6.5704, -0.3096, -0.3227], [-3.7087, 2.1018, 0.7611], [4.1185, 0.2901, 2.4954], [-3.7814, 0.7507, -2.4941], [0.9629, 1.8819, -1.8755], [-5.6058, -4.0630, -3.3089], [-2.5696, 3.9583, 1.8958], [8.3373, 0.3638, 1.0576], [-5.3803, 0.1574, 1.3089], [-2.7484, 0.5950, 1.9794], [-3.6360, 0.0044, -1.7023], [8.8498, -1.6498, 0.4642], [5.8391, 0.2880, -0.8709], [2.5660, 0.3351, -0.8182], [3.2205, 0.7392, -2.4072], [1.9547, 0.2559, 2.3707], [-2.7056, -3.4388, -3.5288], [-4.3990, -2.7005, -0.0957], [-1.5191, 2.7187, 3.1788], [-4.7057, -0.6271, 0.9939], [7.8711, -0.5047, -1.0899], [-4.5918, -4.4598, -3.2543], [-1.4602, -1.5785, 0.9995], [-4.2332, -2.1131, -5.5521], [6.9118, 0.3735, 0.8839], [8.0944, 0.3795, -1.6896], [-1.2665, 1.4746, 3.6090], [-3.0304, 1.8965, 1.5764], [-3.3632, -4.1201, -4.9851], [-2.4806, -3.4906, -0.1697], [4.1338, -0.4174, 1.6672], [-1.3036, 4.7588, 3.5152], [1.2533, 3.1005, 3.7261], [0.2763, 1.4803, 0.9065], [2.9582, 1.1485, -1.4327], [-4.1963, -4.6687, -1.7772], [-3.0827, -2.6619, 0.1633], [9.9032, -0.4228, -0.2450], [7.8420, -1.3678, -1.7526], [-5.1708, -2.0157, -4.0646], [-5.0473, -3.8675, -0.7842], [2.6988, 2.0277, 1.6071], [-1.6369, -0.5919, 3.4041], [-6.2515, -1.7979, 0.0800], [1.8161, 3.0952, -0.4352], [-2.8958, 1.3978, -2.5153], [1.9506, 2.2592, -1.6123], [-3.1344, -4.4577, -1.6786], [0.6848, 3.9259, 3.2995], [-5.8981, -3.4328, -1.3046], [-3.6376, -3.5761, -4.0845], [-4.6311, -5.4442, -3.7180], [-1.8661, 0.3974, 3.0373], [-3.3407, -0.5626, 1.2693], [1.3506, 2.5050, 0.9385], [8.8790, -0.6400, 0.0505], [-5.2006, -1.7035, 0.3122], [-0.7655, 3.8521, 3.7786], [1.5928, 4.7815, 1.5307], [2.2735, 2.9419, -2.3944], [-4.1709, -2.1759, -4.4676], [1.0898, 4.8334, 3.7464], [-0.8126, 3.7112, 4.8565], [-4.3087, -5.7181, -1.5103], [-5.4465, -4.4962, 0.0110], [2.6155, 1.3888, 3.5722], [-4.6498, 1.3610, -2.2440]]}